No. 1
{"formula": "C28H35F6GeN5PY", "method": "the ωB97M-V functional and the def2-TZVPD basis", "elements": ["Y", "C", "N", "C", "C", "C", "C", "C", "C", "N", "C", "C", "C", "C", "C", "C", "N", "C", "C", "C", "C", "C", "N", "H", "H", "H", "H", "H", "H", "H", "H", "H", "H", "H", "H", "H", "H", "H", "H", "H", "H", "C", "Ge", "C", "C", "C", "H", "H", "H", "H", "H", "H", "H", "H", "H", "H", "F", "P", "F", "F", "F", "F", "F", "C", "C", "C", "C", "N", "C", "C", "H", "H", "H", "H", "H", "H", "H"], "coordinates": [[-0.439, 0.250, 0.006], [-0.929, -2.754, 1.608], [-1.664, -1.483, 1.547], [-3.004, -1.693, 0.981], [-2.964, -2.085, -0.476], [-4.046, -2.727, -1.055], [-4.016, -2.994, -2.413], [-2.900, -2.621, -3.145], [-1.859, -2.000, -2.483], [-1.877, -1.738, -1.171], [-1.783, -0.944, 2.912], [-2.195, 0.502, 2.923], [-2.785, 1.075, 4.039], [-3.105, 2.419, 4.005], [-2.835, 3.148, 2.856], [-2.250, 2.502, 1.787], [-1.935, 1.197, 1.817], [0.536, -2.501, 1.855], [1.374, -3.479, 2.373], [2.711, -3.178, 2.552], [3.169, -1.909, 2.224], [2.268, -0.995, 1.716], [0.975, -1.288, 1.528], [-1.344, -3.404, 2.389], [-1.055, -3.279, 0.659], [-3.553, -2.452, 1.554], [-3.559, -0.757, 1.074], [-4.900, -3.005, -0.452], [-4.852, -3.485, -2.892], [-2.834, -2.795, -4.209], [-0.976, -1.678, -3.022], [-2.493, -1.545, 3.494], [-0.812, -1.040, 3.403], [-2.991, 0.472, 4.914], [-3.566, 2.892, 4.862], [-3.072, 4.200, 2.782], [-2.018, 3.025, 0.871], [0.976, -4.451, 2.633], [3.389, -3.921, 2.952], [4.203, -1.627, 2.362], [2.561, 0.012, 1.442], [0.447, 4.980, 0.568], [1.627, 3.502, 0.090], [1.738, 3.398, -1.866], [3.396, 3.893, 0.816], [0.974, 1.822, 0.870], [0.882, 5.913, 0.205], [0.338, 5.058, 1.651], [-0.541, 4.878, 0.120], [1.243, 4.268, -2.300], [1.243, 2.520, -2.280], [2.778, 3.400, -2.199], [3.802, 4.803, 0.371], [4.101, 3.082, 0.624], [3.336, 4.039, 1.895], [1.253, 1.872, 1.934], [-0.739, 0.794, -2.265], [-2.064, 1.886, -2.257], [-2.583, 0.942, -0.969], [-2.823, 0.929, -3.257], [-1.385, 2.715, -3.403], [-1.191, 2.675, -1.114], [-3.285, 2.856, -2.078], [4.620, -2.451, -3.709], [3.528, -1.903, -2.842], [3.545, -0.599, -2.366], [2.490, -0.134, -1.603], [1.429, -0.883, -1.283], [1.415, -2.145, -1.733], [2.426, -2.684, -2.498], [5.525, -1.850, -3.644], [4.295, -2.457, -4.751], [4.866, -3.477, -3.437], [4.369, 0.068, -2.584], [2.488, 0.880, -1.221], [0.554, -2.743, -1.457], [2.353, -3.712, -2.829]], "lowdin_spin": [0.070, 0.000, 0.000, 0.000, 0.000, 0.000, 0.000, 0.000, 0.000, 0.000, 0.000, 0.002, 0.002, 0.001, 0.002, 0.013, 0.015, 0.000, 0.000, 0.001, 0.001, 0.018, 0.002, 0.000, 0.000, 0.000, 0.000, 0.000, 0.000, 0.000, 0.000, 0.000, 0.000, 0.000, 0.000, 0.000, 0.003, 0.000, 0.000, 0.000, 0.017, 0.027, 0.069, -0.001, 0.010, 0.668, 0.003, 0.000, 0.000, 0.000, 0.000, 0.000, 0.001, 0.000, 0.000, 0.039, 0.000, 0.000, 0.001, 0.000, 0.000, 0.008, 0.000, 0.000, 0.000, 0.001, 0.012, 0.003, 0.000, 0.000, 0.000, 0.000, 0.000, 0.000, 0.010, 0.000, 0.000], "spin_multiplicity": 2, "max_force_ev_per_a": 0.89, "e_homo_ha": [-0.366, -0.389], "charge": 1, "homo_lumo_gap_ev": [7.6, 8.2], "e_above_lowest_kcal_mol": 0.0, "e_lumo_ev": [-2.38, -2.44]}

---

No. 2
{"formula": "C16H24F3N2O14S2", "method": "the ωB97M-V functional and the def2-TZVPD basis", "elements": ["C", "C", "O", "N", "C", "C", "C", "C", "C", "S", "O", "O", "N", "S", "O", "O", "H", "H", "H", "H", "H", "H", "H", "H", "H", "H", "H", "H", "H", "H", "H", "C", "C", "O", "C", "O", "O", "F", "H", "H", "H", "C", "C", "O", "C", "O", "O", "F", "H", "H", "H", "C", "C", "O", "C", "O", "O", "F", "H", "H", "H"], "coordinates": [[-1.682, -0.653, 2.484], [-2.301, -0.049, 1.238], [-1.806, -0.204, 0.182], [-3.529, 0.687, 1.462], [-4.588, -0.223, 0.936], [-3.610, 1.919, 0.636], [-2.349, 2.798, 0.594], [-1.708, 3.082, 1.966], [-0.308, 3.681, 1.766], [0.860, 2.485, 1.127], [0.756, 2.400, -0.309], [0.643, 1.220, 1.773], [2.305, 3.134, 1.551], [3.494, 2.464, 0.712], [3.452, 1.021, 0.772], [3.656, 2.981, -0.623], [-2.487, -1.062, 3.105], [-1.001, -1.451, 2.203], [-1.140, 0.098, 3.051], [-4.838, -1.002, 1.640], [-4.250, -0.644, -0.014], [-5.471, 0.371, 0.689], [-4.419, 2.528, 1.061], [-3.950, 1.646, -0.374], [-2.670, 3.770, 0.197], [-1.662, 2.387, -0.145], [-1.656, 2.187, 2.581], [-2.335, 3.803, 2.498], [0.069, 3.955, 2.757], [-0.309, 4.602, 1.185], [4.619, 2.828, 1.379], [6.334, -0.047, -0.235], [6.906, 1.340, -0.143], [8.302, 1.117, -0.285], [8.435, -0.008, -1.048], [9.443, -0.338, -1.582], [7.268, -0.689, -1.121], [6.670, 1.895, 1.071], [6.332, -0.560, 0.726], [5.329, -0.060, -0.641], [6.564, 2.022, -0.924], [-6.110, -4.087, -2.622], [-6.392, -2.616, -2.791], [-6.462, -2.158, -1.455], [-5.654, -2.980, -0.718], [-5.266, -2.736, 0.370], [-5.348, -4.109, -1.414], [-7.590, -2.405, -3.393], [-7.024, -4.668, -2.486], [-5.543, -4.506, -3.450], [-5.616, -2.065, -3.325], [2.895, -1.338, -1.370], [1.887, -2.427, -1.610], [2.667, -3.608, -1.490], [3.686, -3.309, -0.629], [4.371, -4.120, -0.097], [3.804, -1.973, -0.458], [1.374, -2.369, -2.867], [3.430, -1.059, -2.279], [2.454, -0.444, -0.929], [1.071, -2.453, -0.886]], "mulliken_charge": [-1.200, 0.711, -0.545, 0.069, -1.250, -0.731, -0.730, -0.205, -1.070, 1.364, -0.728, -0.662, -0.600, 0.829, -0.488, -0.658, 0.377, 0.325, 0.207, 0.400, 0.444, 0.324, 0.333, 0.419, 0.481, 0.328, 0.072, 0.381, 0.374, 0.395, 0.040, 0.139, 0.427, -0.366, 0.550, -0.540, -0.322, -0.301, 0.248, -0.204, 0.364, -0.445, 0.298, -0.286, 0.651, -0.442, -0.319, -0.285, 0.275, 0.273, 0.301, -0.203, 0.367, -0.363, 0.598, -0.548, -0.206, -0.297, 0.218, 0.116, 0.297], "max_force_ev_per_a": 2.56, "e_homo_ha": -0.210, "charge": -1, "homo_lumo_gap_ev": 7.7, "e_lumo_ev": 1.94}

---

No. 3
{"formula": "C3H5ClO2", "method": "the ωB97M-V functional and the def2-TZVPD basis", "elements": ["C", "C", "O", "C", "O", "Cl", "H", "H", "H", "H", "H"], "coordinates": [[-1.088, -1.113, 0.248], [-0.535, 0.295, 0.264], [-1.159, 1.211, 0.775], [0.875, 0.472, -0.549], [1.391, 1.694, -0.201], [2.354, -0.672, -0.312], [-0.362, -1.790, 0.463], [-1.546, -1.388, -0.795], [-1.975, -1.149, 0.986], [0.928, 0.599, -1.636], [1.117, 1.842, 0.755]], "mulliken_charge": [-1.040, 0.761, -0.503, -0.118, -0.451, -0.205, 0.377, 0.271, 0.277, 0.298, 0.334], "max_force_ev_per_a": 4.71, "smiles": "CC(=O)[C@@H](O)Cl", "e_homo_ha": -0.388, "homo_lumo_gap_ev": 10.7, "e_above_lowest_kcal_mol": 38.4, "e_lumo_ev": 0.16}

---

No. 4
{"formula": "C4H11N2O", "method": "the ωB97M-V functional and the def2-TZVPD basis", "elements": ["N", "C", "N", "H", "H", "H", "H", "H", "C", "C", "C", "O", "H", "H", "H", "H", "H", "H"], "coordinates": [[-0.495, 1.262, 1.294], [-0.286, 2.217, 0.409], [-1.327, 2.735, -0.289], [-1.479, 1.063, 1.491], [0.163, 0.505, 1.400], [0.766, 2.441, 0.162], [-1.117, 3.309, -1.102], [-2.229, 2.305, -0.237], [-0.185, -2.201, -1.382], [0.834, -1.436, -0.595], [0.916, -1.488, 0.763], [1.654, -0.541, 1.517], [0.246, -2.409, -2.405], [-0.503, -3.167, -0.899], [-1.077, -1.556, -1.550], [1.406, -0.607, -0.990], [0.310, -2.090, 1.476], [2.401, -0.341, 0.938]], "mulliken_charge": [-0.290, 0.266, -0.372, 0.242, 0.308, 0.371, 0.274, 0.225, -0.977, 0.071, -0.414, -0.566, 0.297, 0.320, 0.211, 0.296, 0.389, 0.350], "max_force_ev_per_a": 3.30, "e_homo_ha": -0.465, "charge": 1, "homo_lumo_gap_ev": 8.5, "e_above_lowest_kcal_mol": 50.5, "e_lumo_ev": -4.17}

---

No. 5
{"formula": "C3H14O3S", "method": "the ωB97M-V functional and the def2-TZVPD basis", "elements": ["C", "C", "S", "C", "H", "H", "H", "H", "H", "H", "H", "H", "O", "H", "H", "O", "H", "H", "O", "H", "H"], "coordinates": [[-1.080, 1.931, -2.187], [-1.343, 0.780, -1.150], [0.042, 0.635, 0.126], [-0.877, -0.228, 1.362], [-0.133, 2.629, -1.876], [-0.881, 1.520, -3.204], [-1.857, 2.623, -2.541], [-2.465, 0.770, -0.782], [-1.140, -0.197, -1.580], [-1.748, 0.307, 1.841], [-0.014, -0.365, 2.098], [-1.313, -1.097, 0.799], [-0.159, -1.501, 4.854], [-0.242, -2.222, 4.202], [0.692, -1.718, 5.247], [2.991, -0.756, 1.261], [3.554, -0.331, 0.501], [2.147, -0.657, 0.833], [0.882, -0.898, -3.315], [1.418, -0.306, -3.964], [1.527, -0.920, -2.525]], "mulliken_charge": [-0.946, -0.396, -0.192, -0.690, 0.206, 0.245, 0.339, 0.336, 0.336, 0.328, 0.220, 0.264, -0.642, 0.314, 0.319, -0.620, 0.333, 0.248, -0.643, 0.328, 0.314], "max_force_ev_per_a": 3.54, "smiles": "CCSC.O.O.O", "e_homo_ha": -0.317, "homo_lumo_gap_ev": 9.0, "e_above_lowest_kcal_mol": 51.1, "e_lumo_ev": 0.38}

---

No. 6
{"formula": "C33H34Cl2CrGe2N2O3S2Se", "method": "the ωB97M-V functional and the def2-TZVPD basis", "elements": ["Cr", "Cl", "C", "C", "C", "C", "C", "Cl", "C", "S", "H", "H", "H", "C", "C", "C", "O", "C", "O", "O", "H", "H", "H", "H", "H", "H", "H", "Se", "C", "N", "S", "C", "N", "C", "C", "C", "C", "C", "C", "H", "H", "H", "H", "H", "C", "Ge", "C", "C", "Ge", "C", "C", "C", "C", "C", "C", "C", "C", "C", "C", "C", "C", "H", "H", "H", "H", "H", "H", "H", "H", "H", "H", "H", "H", "H", "H", "H", "H", "H", "H", "H"], "coordinates": [[-0.833, -0.012, 0.517], [1.064, -0.124, 1.828], [0.938, 0.888, 3.251], [2.030, 0.942, 4.092], [1.961, 1.749, 5.213], [0.810, 2.485, 5.450], [-0.263, 2.409, 4.577], [-1.666, 3.373, 4.921], [-0.250, 1.589, 3.435], [-1.596, 1.453, 2.341], [2.918, 0.360, 3.864], [2.799, 1.811, 5.895], [0.735, 3.130, 6.317], [-2.317, 2.961, -2.168], [-2.311, 2.571, -0.699], [-2.838, 3.697, 0.175], [-0.959, 2.216, -0.323], [-3.182, 1.319, -0.549], [-4.392, 1.382, -0.625], [-2.479, 0.239, -0.368], [-1.631, 3.798, -2.336], [-3.329, 3.254, -2.449], [-2.014, 2.119, -2.793], [-2.337, 4.639, -0.077], [-2.678, 3.477, 1.235], [-3.908, 3.801, 0.008], [-0.785, 2.575, 0.558], [-1.939, -2.489, -1.560], [-1.396, -3.647, -2.867], [-1.070, -4.377, -3.712], [-1.297, -3.695, 3.454], [-0.664, -2.718, 2.192], [-1.478, -1.917, 1.629], [-2.764, -2.032, 2.194], [-3.911, -1.357, 1.780], [-5.096, -1.613, 2.437], [-5.163, -2.532, 3.495], [-4.040, -3.216, 3.905], [-2.844, -2.954, 3.237], [0.372, -2.827, 1.888], [-3.867, -0.663, 0.949], [-5.991, -1.096, 2.114], [-6.110, -2.722, 3.986], [-4.086, -3.942, 4.709], [3.869, -2.285, -2.116], [2.369, -2.257, -0.848], [3.238, -2.387, 0.934], [1.462, -3.986, -0.966], [0.902, -0.273, -1.228], [2.211, 1.238, -0.966], [1.909, 2.569, -1.290], [2.834, 3.594, -1.109], [4.094, 3.320, -0.593], [4.418, 2.012, -0.254], [3.486, 0.993, -0.436], [0.599, -0.256, -3.171], [0.623, -1.447, -3.898], [0.359, -1.462, -5.263], [0.054, -0.279, -5.926], [0.024, 0.917, -5.218], [0.297, 0.926, -3.854], [4.449, -3.202, -1.955], [4.524, -1.417, -1.969], [3.503, -2.269, -3.149], [3.994, -3.178, 0.870], [2.517, -2.671, 1.711], [3.729, -1.463, 1.256], [2.164, -4.785, -0.690], [1.078, -4.189, -1.966], [0.603, -4.010, -0.287], [0.932, 2.819, -1.675], [2.568, 4.613, -1.369], [4.817, 4.117, -0.460], [5.398, 1.781, 0.150], [3.770, -0.016, -0.161], [0.815, -2.386, -3.398], [0.370, -2.406, -5.796], [-0.171, -0.291, -6.987], [-0.226, 1.844, -5.725], [0.275, 1.869, -3.321]], "lowdin_spin": [1.441, 0.002, -0.005, 0.000, 0.000, 0.001, 0.000, -0.001, -0.001, -0.015, 0.000, 0.000, 0.000, 0.000, 0.001, 0.000, -0.013, 0.004, 0.001, 0.012, 0.000, 0.000, 0.000, 0.000, 0.000, 0.000, 0.001, -0.101, -0.016, -0.021, 0.002, 0.004, -0.002, 0.000, -0.001, 0.000, 0.000, 0.000, 0.000, 0.000, 0.000, 0.000, 0.000, 0.000, -0.012, -0.025, 0.000, -0.002, -0.159, -0.026, -0.005, 0.001, -0.005, 0.000, -0.009, -0.024, -0.009, 0.000, -0.006, 0.001, -0.006, -0.002, 0.000, 0.000, 0.000, 0.000, 0.000, -0.001, 0.000, 0.000, 0.000, 0.000, 0.000, 0.000, -0.001, -0.002, 0.000, 0.000, 0.000, 0.000], "spin_multiplicity": 2, "max_force_ev_per_a": 2.25, "e_homo_ha": [-0.167, -0.171], "charge": -1, "homo_lumo_gap_ev": [5.6, 6.7], "e_above_lowest_kcal_mol": 19.7, "e_lumo_ev": [1.01, 2.09]}